(1)
Computed, not measured: a 12-piece molecular cluster, C53H127N3O13 overall at a distorted geometry, with the ωB97M-V functional and the def2-TZVPD basis.

Summary:
* E_HOMO: -0.316 Eh
* SMILES: CC1(C)CCCC(C)(C)N1O.CC1(C)CCCC(C)(C)N1O.CC1(C)CCCC(C)(C)N1O.CC(C)O.CC(C)O.CC(C)O.CC(C)O.CC(C)O.CC(C)O.CC(C)O.CC(C)O.OCCO
* electronic energy: -3237.70009 a.u.
* M: 1014.61 g/mol

Geometry (Å):
C -3.14 -1.94 2.34
C -2.59 -0.95 3.36
C -2.57 -1.61 4.79
C -1.18 -0.52 2.99
C -0.58 0.51 3.94
C -1.43 1.75 3.89
C -2.91 1.40 4.19
C -3.08 1.22 5.72
C -3.70 2.65 3.77
N -3.36 0.28 3.31
O -4.73 -0.13 3.60
H -4.17 -2.19 2.50
H -3.11 -1.51 1.30
H -2.56 -2.86 2.30
H -2.27 -2.66 4.81
H -1.92 -1.10 5.52
H -3.57 -1.76 5.22
H -0.52 -1.39 2.84
H -1.29 -0.07 1.99
H -0.45 0.02 4.92
H 0.41 0.77 3.58
H -1.38 2.21 2.85
H -1.06 2.43 4.63
H -2.20 0.97 6.27
H -3.90 0.51 5.93
H -3.40 2.16 6.21
H -4.80 2.60 3.93
H -3.53 2.94 2.74
H -3.30 3.46 4.38
H -5.26 0.14 2.83
C 3.81 3.47 2.36
C 2.78 4.64 2.61
C 2.52 5.31 1.23
C 1.51 4.12 3.20
C 0.65 5.29 3.81
C 1.34 6.00 4.95
C 2.76 6.49 4.42
C 2.42 7.69 3.47
C 3.60 6.91 5.69
N 3.47 5.43 3.68
O 4.76 5.96 3.24
H 3.42 2.69 1.71
H 4.71 3.83 1.88
H 4.11 3.06 3.35
H 3.42 5.96 1.08
H 2.37 4.61 0.43
H 1.53 5.79 1.24
H 0.95 3.70 2.42
H 1.73 3.29 3.80
H 0.46 5.98 3.04
H -0.31 4.90 4.16
H 1.56 5.23 5.71
H 0.90 6.96 5.39
H 1.78 7.40 2.66
H 3.33 8.19 2.98
H 2.04 8.57 4.04
H 3.79 5.97 6.25
H 3.02 7.66 6.28
H 4.57 7.36 5.39
H 4.56 6.73 2.73
C -0.28 -6.68 -5.11
C -0.73 -5.47 -4.33
C 0.45 -5.17 -3.34
C -0.85 -4.27 -5.26
C -1.49 -3.02 -4.57
C -2.73 -3.49 -3.88
C -2.70 -4.73 -2.97
C -2.14 -4.30 -1.59
C -4.15 -5.14 -2.79
N -2.02 -5.75 -3.69
O -1.87 -6.87 -2.76
H 0.58 -6.42 -5.70
H 0.00 -7.51 -4.55
H -1.07 -6.96 -5.79
H 0.53 -4.17 -2.92
H 0.42 -5.91 -2.53
H 1.42 -5.35 -3.84
H 0.19 -4.08 -5.52
H -1.44 -4.44 -6.16
H -0.80 -2.66 -3.87
H -1.59 -2.25 -5.33
H -3.53 -3.53 -4.63
H -3.12 -2.70 -3.20
H -2.94 -3.89 -1.02
H -1.42 -3.47 -1.63
H -1.67 -5.08 -1.03
H -4.38 -5.68 -1.86
H -4.51 -5.66 -3.76
H -4.71 -4.24 -2.71
H -2.40 -7.57 -3.10
C 2.68 2.63 -2.24
C 1.80 3.04 -3.34
C 1.89 4.52 -3.73
O 2.03 2.32 -4.53
H 2.70 1.57 -2.24
H 2.28 2.85 -1.27
H 3.73 2.90 -2.27
H 0.78 2.91 -2.95
H 1.88 5.22 -2.88
H 0.99 4.81 -4.30
H 2.80 4.60 -4.34
H 1.68 1.43 -4.41
C -0.30 -4.30 1.64
C 1.11 -4.38 1.06
C 1.61 -5.76 1.29
O 1.06 -3.97 -0.35
H -0.90 -5.14 1.21
H -0.72 -3.31 1.44
H -0.19 -4.41 2.71
H 1.72 -3.59 1.49
H 1.04 -6.11 2.17
H 2.66 -5.88 1.44
H 1.21 -6.44 0.53
H 0.34 -4.48 -0.71
C -5.15 0.50 -1.21
C -5.27 0.60 0.29
C -5.58 2.05 0.69
O -6.29 -0.26 0.84
H -4.44 1.30 -1.61
H -6.10 0.75 -1.65
H -4.88 -0.49 -1.56
H -4.32 0.37 0.74
H -6.54 2.26 0.27
H -4.82 2.70 0.24
H -5.64 2.06 1.75
H -6.06 -1.19 0.70
C 3.35 -0.27 -6.33
C 2.40 -1.29 -5.74
C 3.04 -2.52 -5.12
O 1.60 -0.64 -4.77
H 2.85 0.71 -6.57
H 3.91 -0.62 -7.24
H 4.14 -0.06 -5.55
H 1.74 -1.52 -6.58
H 3.34 -3.28 -5.92
H 2.36 -3.00 -4.39
H 3.98 -2.23 -4.66
H 1.54 -1.09 -3.95
C 5.04 -1.08 -1.06
C 4.35 -2.15 -0.13
C 5.05 -3.56 -0.05
O 4.32 -1.63 1.27
H 4.63 -0.11 -0.78
H 4.91 -1.22 -2.20
H 6.14 -1.06 -0.94
H 3.34 -2.29 -0.48
H 4.38 -4.38 0.31
H 5.93 -3.39 0.61
H 5.37 -3.88 -1.10
H 3.75 -0.88 1.14
C -3.44 2.58 -5.38
C -2.97 1.77 -4.19
C -1.78 0.97 -4.49
O -2.69 2.77 -3.21
H -4.44 3.10 -5.21
H -3.52 1.90 -6.27
H -2.77 3.44 -5.48
H -3.79 0.99 -3.89
H -1.04 1.65 -4.81
H -2.01 0.42 -5.41
H -1.41 0.33 -3.68
H -3.49 3.32 -3.29
C -1.04 -0.53 -0.82
C 0.41 -0.32 -1.41
C 1.40 0.00 -0.29
O 0.78 -1.49 -2.15
H -1.07 -1.30 -0.05
H -1.69 -0.89 -1.70
H -1.44 0.45 -0.46
H 0.24 0.48 -2.14
H 1.27 -0.81 0.48
H 1.21 0.97 0.24
H 2.44 0.07 -0.54
H 0.83 -2.24 -1.54
C 3.83 -3.10 5.14
C 2.48 -3.17 4.41
C 1.29 -2.89 5.32
O 2.41 -2.21 3.35
H 3.86 -3.79 6.03
H 4.25 -2.15 5.38
H 4.56 -3.59 4.41
H 2.49 -4.17 3.87
H 1.08 -3.76 5.94
H 0.47 -3.00 4.58
H 1.26 -1.93 5.83
H 3.22 -2.08 2.80
O -1.33 5.45 -0.14
C -0.81 4.39 -1.03
C -0.95 3.06 -0.39
O -2.37 2.76 -0.24
H -2.26 5.28 0.04
H -1.42 4.51 -1.97
H 0.26 4.66 -1.16
H -0.58 2.95 0.64
H -0.48 2.38 -1.11
H -2.60 2.54 -1.15

These are the Mulliken partial charges, in e, on atoms 1 to 2: C -1.480; C 1.837

***

(2)
Computed, not measured: C31H46N2PrS as an isolated structure, with the ωB97M-V functional and the def2-TZVPD basis.

Summary:
* charge: +1
* E_HOMO (alpha / beta): -0.390 / -0.390 Eh
* 2S+1: 3
* electronic energy: -2233.36804 a.u.
* ⟨S²⟩: 2.005
* M: 619.70 g/mol

Geometry (Å):
Pr 0.00 -0.09 -0.46
C -1.22 0.78 1.72
C -0.09 1.63 1.59
C -0.32 2.44 0.44
C -1.60 2.08 -0.07
C -2.17 1.07 0.71
C -3.52 0.40 0.59
C -3.36 -1.12 0.69
C -4.21 0.75 -0.73
C -4.39 0.90 1.76
C 0.50 3.56 -0.25
C 0.16 4.90 0.41
C 2.01 3.33 -0.23
C 0.11 3.67 -1.73
C 1.05 1.58 2.63
C 1.31 2.97 3.21
C 0.64 0.69 3.82
C 2.35 1.00 2.06
H -1.38 0.08 2.52
H -2.10 2.57 -0.90
H -2.71 -1.52 -0.10
H -4.32 -1.62 0.55
H -2.95 -1.44 1.65
H -3.67 0.37 -1.60
H -4.32 1.83 -0.86
H -5.21 0.32 -0.74
H -3.92 0.68 2.72
H -5.37 0.42 1.74
H -4.54 1.98 1.70
H 0.42 4.93 1.47
H -0.91 5.11 0.33
H 0.70 5.71 -0.09
H 2.45 3.42 0.76
H 2.49 4.06 -0.87
H 2.30 2.34 -0.62
H -0.93 3.97 -1.87
H 0.25 2.74 -2.29
H 0.73 4.43 -2.21
H 0.40 3.39 3.64
H 1.69 3.68 2.48
H 2.05 2.90 4.01
H -0.28 1.05 4.29
H 1.43 0.73 4.56
H 0.50 -0.35 3.53
H 2.98 1.73 1.57
H 2.16 0.20 1.33
H 2.94 0.52 2.85
C -0.24 -3.28 -1.88
N 0.89 -2.35 -1.96
C 2.12 -3.05 -1.60
C 1.03 -1.86 -3.34
C -0.13 -1.02 -3.77
C -0.65 -1.17 -5.05
C -1.68 -0.34 -5.49
C -2.17 0.64 -4.64
C -1.62 0.77 -3.36
C -0.61 -0.06 -2.87
H -0.05 -4.15 -2.52
H -1.15 -2.80 -2.22
H -0.37 -3.62 -0.86
H 2.30 -3.88 -2.31
H 2.05 -3.46 -0.60
H 2.98 -2.38 -1.65
H 1.18 -2.71 -4.02
H 1.96 -1.28 -3.38
H -0.25 -1.93 -5.71
H -2.09 -0.46 -6.48
H -2.96 1.30 -4.97
H -2.02 1.56 -2.73
S 0.30 -2.40 1.56
C 1.73 -3.29 1.85
N 1.60 -4.60 2.16
C 2.62 -5.45 2.47
C 3.90 -5.00 2.46
C 4.10 -3.65 2.13
C 3.06 -2.81 1.84
H 0.65 -4.94 2.17
H 2.33 -6.46 2.71
H 4.71 -5.67 2.70
H 5.11 -3.25 2.11
H 3.22 -1.77 1.60

These are the Mulliken partial charges, in e, on atoms 1 to 2: Pr 0.771; C -0.245

***

(3)
Computed, not measured: a 2-piece molecular cluster, CH7N3O overall at a distorted geometry, with the ωB97M-V functional and the def2-TZVPD basis.

Summary:
* E_HOMO (alpha / beta): -0.311 / -0.311 Eh
* SMILES: C=N.NNO
* electronic energy: -281.60185 a.u.
* M: 77.09 g/mol

Geometry (Å):
C -1.60 -0.23 -0.19
N -1.52 0.92 -0.81
H -1.40 -1.22 -0.63
H -2.42 -0.37 0.51
H -1.10 1.66 -0.25
N 0.97 0.69 0.92
N 0.65 -0.23 -0.07
O 1.81 -1.06 -0.36
H 1.11 0.19 1.80
H 1.79 1.23 0.68
H 0.24 0.35 -0.96
H 1.48 -1.93 -0.64

These are the Mulliken partial charges, in e, on atoms 1 to 2: C 0.056; N -0.685

***

(4)
Computed, not measured: a 2-piece molecular cluster, C2H9N2 overall at a distorted geometry, with the ωB97M-V functional and the def2-TZVPD basis.

Summary:
* E_HOMO (alpha / beta): -0.125 / -0.309 Eh
* 2S+1: 2
* electronic energy: -190.94936 a.u.
* ⟨S²⟩: 0.753
* M: 61.11 g/mol

Geometry (Å):
N -1.31 2.00 -0.55
H 0.17 0.91 -0.15
H -2.26 1.68 -0.74
H -0.91 2.23 -1.43
H -1.47 2.80 0.04
C 0.74 -2.23 0.70
C 0.14 -1.25 0.02
N 0.86 0.10 -0.05
H 1.76 -2.26 0.93
H 0.15 -3.11 1.12
H -0.94 -1.08 -0.18
H 1.29 0.17 0.89
H 1.78 0.05 -0.61

These are the Mulliken partial charges, in e, on atoms 1 to 2: N -0.924; H 0.440

***

(5)
Computed, not measured: C19H34N2O6S as an isolated structure, with the ωB97M-V functional and the def2-TZVPD basis.

Summary:
* E_HOMO: -0.309 Eh
* electronic energy: -1703.41006 a.u.
* M: 418.56 g/mol

Geometry (Å):
C 4.26 0.27 -2.89
C 3.37 0.50 -1.67
C 2.16 1.38 -1.93
O 1.18 0.68 -2.70
C -0.01 0.46 -2.10
C -0.87 1.59 -1.83
O -0.41 2.82 -2.25
C -2.09 1.47 -1.25
C -3.00 2.62 -0.98
C -2.49 0.14 -0.92
N -3.64 -0.20 -0.34
S -3.62 -1.80 -0.18
N -2.19 -2.14 -0.82
C -1.66 -0.98 -1.21
C -0.38 -0.82 -1.82
C 0.51 -1.99 -2.11
H 4.25 1.14 -3.55
H 5.29 0.11 -2.58
H 3.95 -0.61 -3.44
H 3.04 -0.45 -1.25
H 3.95 1.00 -0.88
H 2.46 2.28 -2.48
H 1.74 1.72 -0.98
H -0.17 3.36 -1.49
H -3.56 2.46 -0.06
H -2.44 3.55 -0.87
H -3.70 2.75 -1.81
H 1.07 -1.79 -3.02
H 1.21 -2.17 -1.30
H -0.10 -2.88 -2.28
C -5.02 4.38 3.14
O -4.39 3.48 2.25
C -4.06 2.24 2.84
C -5.05 1.16 2.50
O -6.33 1.41 3.06
C -7.26 1.94 2.13
H -5.40 5.21 2.55
H -5.85 3.91 3.68
H -4.30 4.78 3.87
H -3.97 2.34 3.93
H -3.07 1.94 2.46
H -4.70 0.21 2.91
H -5.12 1.05 1.42
H -7.58 1.18 1.42
H -6.84 2.79 1.59
H -8.13 2.28 2.70
C 6.64 -2.83 1.34
O 5.67 -3.78 1.76
C 4.36 -3.26 1.83
C 3.53 -3.65 0.62
O 4.04 -3.07 -0.57
C 4.79 -3.97 -1.36
H 7.56 -3.37 1.14
H 6.32 -2.31 0.43
H 6.83 -2.09 2.13
H 4.38 -2.17 1.93
H 3.88 -3.67 2.73
H 2.51 -3.29 0.76
H 3.49 -4.74 0.53
H 4.14 -4.70 -1.85
H 5.54 -4.49 -0.76
H 5.30 -3.38 -2.13

These are the Mulliken partial charges, in e, on atoms 1 to 2: C -1.224; C 0.131

***

(6)
Computed, not measured: a 2-piece molecular cluster, C4H12NOS2 overall at a distorted geometry, with the ωB97M-V functional and the def2-TZVPD basis.

Summary:
* charge: +1
* E_HOMO: -0.482 Eh
* electronic energy: -1085.70007 a.u.
* M: 154.28 g/mol

Geometry (Å):
C -2.62 -1.02 -1.18
C 1.00 -0.30 1.79
C -1.95 0.25 -0.69
C 0.21 0.06 0.58
N -1.06 -0.25 0.42
O 0.74 0.68 -0.46
S -3.29 1.30 -0.03
S 4.45 0.51 -0.85
H -1.73 -1.40 -1.69
H -3.45 -0.78 -1.81
H -2.86 -1.56 -0.30
H 1.44 0.68 1.99
H 1.79 -0.93 1.45
H 0.27 -0.84 2.45
H -1.27 0.75 -1.40
H 5.18 -0.58 -1.30
H -1.56 -0.75 1.11
H 1.71 0.98 -0.26
H -2.43 1.80 0.82
H 5.41 1.40 -0.62

These are the Mulliken partial charges, in e, on atoms 1 to 2: C -1.241; C -0.958

***

Energy above the lowest of the compared OMol25 structures with the same formula, charge and spin across the listed records, respectively: 8.3; 0.0; 155.6; 53.1; 0.0; 24.6 kcal per mole.